Entry 1:
This record from the OMol25 dataset describes a structure of composition C3H6BrO4S at a distorted geometry. The level of theory is the ωB97M-V functional and the def2-TZVPD basis.

The molar mass comes out at 218.0 g/mol. Its charge is -1. The value obtained for the total energy is -3391.0576 Eh. The value obtained for the energy above the lowest of the compared OMol25 structures with the same formula, charge and spin is 295.74 kJ/mol.

Each line ends with the Löwdin charge.
Geometry (Å):
C1 0.348 1.427 -0.326  -0.20
C2 -0.162 0.104 0.021  -0.29
C3 -1.454 -0.032 0.039  -0.87
O1 -1.208 -2.509 -0.211  -0.38
O2 -2.148 -1.259 -1.973  -0.31
O3 -3.518 -1.675 -0.023  -0.33
O4 -2.069 -1.499 2.256  -0.26
S1 -2.239 -1.511 -0.597  0.30
Br1 -2.410 1.485 0.060  0.87
H1 0.185 2.042 0.534  0.04
H2 1.428 1.386 -0.594  0.07
H3 -0.251 1.688 -1.320  0.10
H4 -1.684 -2.174 1.330  0.12
H5 0.308 -0.895 0.042  0.12
H6 -2.866 -1.864 2.708  0.01

Entry 2:
This record from the OMol25 dataset describes a cluster of 2 separate species, C3H6BrOP in total at a distorted geometry. The level of theory is the ωB97M-V functional and the def2-TZVPD basis.

The molar mass comes out at 169.0 g/mol. Its charge is 0. The value obtained for the total energy is -3108.4012 Eh. The value obtained for the energy above the lowest of the compared OMol25 structures with the same formula, charge and spin is 236.64 kJ/mol.

Each line ends with the Löwdin charge.
Geometry (Å):
C1 1.608 0.084 -0.160  -0.13
C2 0.435 -0.302 0.772  -0.37
C3 -0.865 -0.123 0.065  -0.86
O1 -2.683 1.608 -0.895  -0.49
P1 -2.322 0.996 0.352  0.67
Br1 -2.098 -1.724 0.080  0.54
H1 1.531 -0.592 -1.034  0.06
H2 1.730 1.159 -0.462  0.09
H3 2.686 -0.234 0.124  0.09
H4 0.540 -1.251 1.167  0.06
H5 0.352 0.442 1.612  0.12
H6 -0.913 -0.063 -1.620  0.21

Entry 3:
This record from the OMol25 dataset describes a structure of composition C3H6Cl2 at a distorted geometry. The level of theory is the ωB97M-V functional and the def2-TZVPD basis.

The molar mass comes out at 113.0 g/mol. Its charge is 0. The value obtained for the total energy is -1038.1302 Eh. The value obtained for the energy above the lowest of the compared OMol25 structures with the same formula, charge and spin is 434.66 kJ/mol.

Each line ends with the Löwdin charge.
Geometry (Å):
C1 0.908 0.440 -0.693  -0.23
C2 0.298 0.297 0.733  -1.06
C3 -0.790 -0.730 0.208  -0.54
H1 1.590 1.609 -0.968  0.17
H2 -0.098 0.393 -1.406  0.03
H3 1.405 -0.710 -0.778  0.12
H4 1.254 -0.181 1.388  0.16
H5 -1.326 -1.435 1.230  0.16
H6 -0.712 -1.543 -0.587  0.07
Cl1 -0.316 1.567 1.517  0.71
Cl2 -2.213 0.293 -0.643  0.41

Entry 4:
This record from the OMol25 dataset describes a cluster of 2 separate species, C3H6Cl2N in total at a distorted geometry. The level of theory is the ωB97M-V functional and the def2-TZVPD basis.

The molar mass comes out at 127.0 g/mol. Its charge is +1. The value obtained for the total energy is -1092.6472 Eh. The value obtained for the energy above the lowest of the compared OMol25 structures with the same formula, charge and spin is 310.16 kJ/mol.

Each line ends with the Löwdin charge.
Geometry (Å):
C1 1.686 0.460 -1.105  -0.51
C2 0.458 0.643 -0.688  -0.64
C3 0.008 -0.435 1.123  0.06
N1 -1.449 -0.528 0.682  0.05
Cl1 2.227 1.128 -2.743  0.57
Cl2 -0.875 1.572 -1.210  0.79
H1 2.285 -0.287 -0.504  0.10
H2 0.625 -1.267 0.897  0.08
H3 0.192 0.177 1.926  0.07
H4 -2.015 -0.769 1.479  0.14
H5 -1.541 -1.254 -0.125  0.21
H6 -1.600 0.562 0.270  0.09

| no. | lowest unoccupied orbital energy (eV) | frontier orbital gap (eV) |
| --- | --- | --- |
| 1 | 3.215 | 8.43 |
| 2 | -0.337 | 9.14 |
| 3 | 0.696 | 10.99 |
| 4 | -4.381 | 9.58 |